# 1
Here is a structure of composition C20H28Cl5NOPtSi3 from the Open Molecules 2025 dataset. Energies are from ωB97M-V with the def2-TZVPD basis set.

Structure (XYZ):
```
59
Properties=species:S:1:pos:R:3:mulliken_charge:R:1
Pt 0.14 -0.44 -0.82 2.999
Cl 2.60 -6.66 -3.45 -0.058
C 1.68 -5.46 -2.73 0.587
C 1.99 -4.08 -3.02 -0.149
Cl 3.24 -3.70 -4.10 -0.118
C 1.25 -3.11 -2.42 0.696
Cl 1.52 -1.43 -2.78 -0.222
C 0.17 -3.41 -1.52 -0.250
O -0.51 -2.51 -0.96 -0.859
C -0.12 -4.80 -1.26 0.490
Cl -1.40 -5.13 -0.21 -0.086
C 0.62 -5.80 -1.86 -0.035
Cl 0.28 -7.43 -1.54 -0.105
C 3.31 0.96 0.05 -1.022
Si 2.12 1.02 1.49 0.043
C 2.55 -0.37 2.66 -1.075
C 2.19 2.68 2.34 -0.966
C 0.33 0.80 0.74 -0.871
Si -0.97 -0.02 2.01 0.200
C -0.56 -1.80 2.39 -0.705
C -2.69 0.07 1.28 -0.945
C -0.85 1.04 3.55 -1.035
Si -0.30 2.35 -0.29 -0.761
C 1.01 3.14 -1.35 -1.110
C -1.06 3.56 0.91 -1.030
C -1.66 1.72 -1.48 0.618
C -2.73 2.45 -1.97 -0.709
C -3.63 1.87 -2.86 -0.363
C -3.44 0.55 -3.25 -0.922
C -2.36 -0.14 -2.73 0.071
N -1.51 0.44 -1.88 -0.570
H 4.32 0.89 0.47 0.442
H 3.27 1.86 -0.57 0.321
H 3.18 0.10 -0.60 0.284
H 3.59 -0.23 2.95 0.454
H 2.47 -1.35 2.19 0.329
H 1.96 -0.38 3.58 0.332
H 3.19 2.81 2.76 0.467
H 1.48 2.77 3.17 0.330
H 2.03 3.52 1.66 0.306
H -0.32 -2.40 1.51 0.037
H -1.46 -2.25 2.82 0.407
H 0.24 -1.91 3.11 0.358
H -2.82 -0.62 0.45 0.213
H -3.00 1.06 0.95 0.246
H -3.40 -0.23 2.06 0.528
H 0.13 0.98 4.03 0.315
H -1.59 0.65 4.26 0.444
H -1.09 2.09 3.38 0.306
H 1.82 3.58 -0.77 0.368
H 0.56 3.94 -1.93 0.419
H 1.45 2.43 -2.06 0.339
H -0.34 3.87 1.67 0.387
H -1.96 3.18 1.40 0.365
H -1.33 4.45 0.34 0.469
H -2.87 3.48 -1.65 0.440
H -4.46 2.44 -3.24 0.472
H -4.12 0.07 -3.93 0.447
H -2.17 -1.18 -2.98 0.441
```

Summary:
**Highest occupied orbital energy (spin up / spin down)**: -14.62 / -15.20 eV
**Spin multiplicity**: 5
**Net charge**: +2

# 2
Here is a structure of composition C20H28ClF5N2O3TeTl from the Open Molecules 2025 dataset. Energies are from ωB97M-V with the def2-TZVPD basis set.

Structure (XYZ):
```
61
Properties=species:S:1:pos:R:3:mulliken_charge:R:1
Tl 0.13 -0.02 0.14 1.115
Cl 1.90 -0.18 -1.58 -0.534
N 0.14 2.22 0.03 0.150
N -0.09 -2.27 0.30 0.059
C -0.91 2.94 -0.33 0.575
C -0.86 -3.03 -0.45 0.512
C 1.21 3.10 0.50 1.271
C 0.47 4.43 0.68 -0.833
C 2.32 3.21 -0.53 -1.508
C 1.82 2.61 1.81 -1.693
H 1.90 3.50 -1.51 0.272
H 2.83 2.25 -0.64 0.250
H 3.03 3.98 -0.19 0.467
H 1.04 2.57 2.57 0.356
H 2.60 3.32 2.11 0.496
H 2.28 1.62 1.69 0.210
C 0.87 -3.09 1.03 1.397
C 0.60 -4.49 0.47 -0.762
C 0.60 -3.04 2.53 -1.748
C 2.28 -2.59 0.79 -1.836
H 2.49 -2.54 -0.28 0.446
H 2.99 -3.25 1.30 0.492
H 2.40 -1.58 1.21 0.232
H -0.44 -3.26 2.74 0.476
H 0.84 -2.05 2.94 0.209
H 1.25 -3.79 3.01 0.451
O -0.51 -4.31 -0.48 -0.455
H 0.25 -5.21 1.22 0.313
H 1.44 -4.90 -0.10 0.360
O -0.82 4.22 0.00 -0.471
H 0.93 5.30 0.20 0.280
H 0.23 4.64 1.73 0.401
C -2.12 2.47 -1.06 -1.253
C -2.07 -2.58 -1.20 -1.155
C -1.84 -1.26 -1.89 0.662
H -2.85 -2.48 -0.43 0.416
H -2.33 -3.37 -1.91 0.318
C -2.19 -0.05 -1.26 -1.041
C -1.87 1.19 -1.83 0.527
H -2.71 -0.08 -0.28 0.391
C -1.29 1.23 -3.10 1.111
C -1.01 0.02 -3.74 -1.056
C -0.93 2.51 -3.79 -1.642
C -1.25 -1.22 -3.15 0.969
H -0.56 0.05 -4.73 0.236
C -0.83 -2.47 -3.86 -1.722
H -0.54 -2.22 -4.88 0.492
H -1.65 -3.20 -3.91 0.329
H 0.03 -2.95 -3.38 0.218
H -1.76 3.23 -3.78 0.340
H -0.69 2.28 -4.83 0.488
H -0.05 2.99 -3.34 0.153
H -2.42 3.28 -1.73 0.341
H -2.90 2.32 -0.30 0.477
F -3.34 0.93 3.47 -0.476
Te -1.49 0.49 3.52 1.847
F 0.39 0.15 3.69 -0.523
F -1.87 -1.29 4.11 -0.476
F -1.09 2.31 3.10 -0.526
F -1.49 1.01 5.36 -0.448
O -1.47 0.00 1.74 -0.946
```

Summary:
**Highest occupied orbital energy (spin up / spin down)**: -1.82 / -2.44 eV
**Energy relative to the best compared isomer or geometry (same formula, charge and spin)**: 0.000 eV
**Net charge**: -1

Max |F|, respectively: 0.3, 4.3 eV/A.
E_tot, respectively: -4197.07826, -2514.24891 hartree.